Here is a structure of composition F8KN4NaO16S8 from OMol25. Energies are from the ωB97M-V functional and the def2-TZVPD basis.

The calculation puts the molar mass at 782.620 g/mol. Its lowest unoccupied orbital energy is 3.21 eV. As for the total energy: -167863.0171 eV. The calculation puts the HOMO-LUMO gap at 7.43 eV. The charge is -2.

```
38
Properties=species:S:1:pos:R:3:forces:R:3
K -0.7339 0.1516 0.3999 -1.3550 0.6498 1.8892
S -0.9573 -1.7515 -2.4069 3.4907 -0.3415 -6.8738
S -0.8366 1.9907 -2.9085 -1.8217 3.5439 -2.7282
S -1.8905 -2.3401 -0.3926 -4.9383 -6.3458 7.9135
S 1.3059 2.2420 1.7025 2.9009 -0.0791 0.7464
S 0.8034 -1.8889 2.4187 -4.6016 1.1585 7.9472
S 2.3534 -1.5170 0.6981 5.3717 -2.0625 -2.8445
S 0.9738 1.2600 -1.6197 8.6910 -2.1220 1.2224
S -0.9002 1.9450 2.6010 -5.5152 -0.0561 3.5970
Na -2.1199 0.4947 -1.3946 -10.9506 7.3986 -0.9729
F 3.6196 -2.4701 0.3127 -0.1394 -0.4245 -0.1456
F -2.1407 1.1105 2.0233 -2.2768 -0.3328 -0.2985
F 1.7752 2.9622 0.4083 0.4120 0.9771 1.0187
F -2.4194 1.6586 -2.7949 -1.4188 0.6969 -2.0581
F -2.4897 -1.5478 0.9599 -1.1563 -0.6009 -1.0332
F -1.0168 -0.3930 -3.1927 -1.1958 -1.2402 -0.2776
F 1.3407 0.8107 -0.1364 -0.1766 1.0352 -2.7736
F 0.0368 -3.1082 3.1568 -0.9044 0.2219 -0.1877
O -0.4477 1.3671 -4.1815 0.1072 2.9045 2.5549
O -0.8249 -3.0322 0.3047 -1.1628 -0.2355 -3.2985
O 1.6085 2.5754 -1.7409 -1.7275 -2.3117 -1.7831
O -0.5258 0.9498 3.5990 0.9262 2.3773 -1.0843
O -3.0512 -3.1677 -0.8613 3.0199 2.6286 0.7826
O 0.5181 -1.9069 -2.4555 -5.5823 -1.9959 0.4855
O -1.8521 -2.5556 -3.3044 2.0550 1.4028 3.2055
O 2.0537 0.9881 1.7939 -4.2481 6.8488 3.4060
O 1.6082 0.0690 -2.2180 -2.0392 5.1519 -1.5420
O -0.1925 -1.2174 1.6012 3.4509 -3.8855 6.0966
O 1.5842 3.2334 2.7235 -1.2030 -0.4313 -0.5471
O 1.7390 -1.3948 -0.6198 0.6290 -1.4487 4.4156
O 1.3343 -1.2262 3.5903 -0.5427 0.1353 -1.4933
O -0.9788 3.4204 -2.7923 1.0849 -1.1081 -0.3723
O 3.1191 -0.4111 1.2751 0.6677 -6.6042 -2.0183
O -1.5890 3.1743 2.9772 1.4776 -1.0947 0.2438
N -0.2858 1.9988 1.1874 5.1927 5.7703 3.8103
N 1.6831 -2.7903 1.6947 4.9068 0.4036 -5.0169
N -0.5692 1.2993 -1.3617 5.6430 5.8494 -7.1798
N -1.6350 -0.9827 -1.0465 2.9290 -16.4334 -4.8058
```
Forces are in eV/Å.

These are the Mulliken partial charges, in e, on atoms 1 to 2: K 1.300; S 0.518

Here is a structure of composition FFeH10O5 from OMol25. Energies are from the ωB97M-V functional and the def2-TZVPD basis.

The calculation puts the molar mass at 164.918 g/mol. Its lowest unoccupied orbital energy (spin up / spin down) is 0.28 / 0.01 eV. The spin multiplicity is 6. As for the expectation value of S²: 8.76. As for the total energy: -47503.3311 eV. The calculation puts the HOMO-LUMO gap (spin up / spin down) at 3.73 / 8.54 eV. The charge is 0.

```
17
Properties=species:S:1:pos:R:3:forces:R:3
Fe -0.2724 -0.3553 -0.2634 -0.7961 -0.4737 -2.1398
F -1.2116 -1.1242 -1.9712 0.9140 0.6849 1.6172
O 0.6689 0.7195 1.3957 -0.8121 -0.3105 -0.7366
O 0.8322 -1.9604 0.4322 0.2023 -0.5146 0.1224
O -0.9771 1.5576 -0.9220 -0.5454 0.4632 0.2318
O 1.5205 0.2967 -1.2881 0.1494 -0.4061 -0.1745
O -1.9137 -0.5132 0.9745 -0.4456 -0.0548 0.5478
H -2.5189 -1.2026 1.2478 -0.0260 -0.5193 -0.0901
H 2.0894 0.8922 -0.8004 0.4739 0.5180 0.6117
H 1.6214 0.6246 1.4071 1.3459 -0.0903 0.0267
H 1.2546 -2.5631 -0.1799 0.1590 -0.0842 -0.5640
H 0.4655 1.1948 2.2012 -0.4331 0.4524 0.6834
H 0.9025 -2.3938 1.2827 -0.1272 0.0932 0.5725
H -0.5489 2.3529 -0.6052 0.4060 0.3137 0.4129
H -2.4115 0.2979 1.0775 -0.0898 0.5192 -0.0728
H -1.3050 1.7912 -1.7904 -0.1987 -0.3981 -0.4995
H 1.8041 0.3851 -2.1980 -0.1764 -0.1929 -0.5494
```
Forces are in eV/Å.

These are the natural (NBO) partial charges, in e, on atoms 1 to 2: Fe 1.403; F -0.868

Values for ΔE to the lowest compared entry with this formula, charge and spin, eV, ordered as above
24.906; 0.000